13
Properties=species:S:1:pos:R:3:forces:R:3 method="wB97M-V/def2-TZVPD" e_tot_ev=-16122.2405 spin_multiplicity=1 total_charge=0 fmax_ev_per_a=1.54
O -2.02059 0.65637 -1.35621 0.775 0.431 -0.614
C -2.91357 0.07835 -0.83143 -0.801 -0.363 0.668
H -3.21969 -0.94308 -1.10294 0.075 -0.163 -0.170
H -3.49724 0.53632 -0.01756 -0.087 0.090 0.112
C 1.17118 1.13502 -0.55067 0.803 -0.123 0.563
C 1.90579 0.30700 0.53165 -1.503 0.124 0.288
S 0.84840 -1.08120 1.16209 0.546 0.011 -0.418
H 0.35745 0.56620 -0.97670 0.126 -0.051 -0.521
H 0.72472 2.02867 -0.11721 -0.009 -0.006 0.079
H 1.93118 1.46166 -1.26190 -0.374 -0.018 -0.378
H 2.00195 0.94362 1.40936 0.435 -0.182 0.104
H 2.86943 -0.07673 0.22654 0.101 -0.036 -0.020
H 1.01340 -1.90184 0.09463 -0.086 0.285 0.307

=====

14
Properties=species:S:1:pos:R:3:forces:R:3 method="wB97M-V/def2-TZVPD" e_tot_ev=-26957.5205 spin_multiplicity=1 total_charge=0 fmax_ev_per_a=1.47
C 2.29782 0.67558 1.06865 0.405 -0.324 0.756
S 1.90045 -0.55791 -0.24168 -0.956 0.280 0.632
S 0.55819 -1.71934 0.94211 0.999 0.109 1.067
H 3.34259 0.91923 0.88311 0.021 0.052 -0.059
H 1.76611 1.60685 1.29336 -0.536 -0.194 -1.142
H 2.26853 0.19139 2.04751 0.209 -0.432 -0.200
H -0.43838 -2.23628 0.23120 0.036 0.315 -0.810
O -2.70106 -1.31340 -0.65308 -0.373 0.046 -0.049
C -1.76315 -0.67511 -1.04924 0.268 0.529 0.661
C -1.58568 0.82357 -0.78768 -0.706 -0.765 -0.573
H -0.94912 -1.22384 -1.54727 0.208 0.316 -0.401
H -2.56394 1.20272 -0.48942 0.109 0.096 0.028
H -0.86983 0.99652 0.01299 0.168 -0.105 -0.079
H -1.26254 1.31003 -1.71057 0.147 0.077 0.170

=====

14
Properties=species:S:1:pos:R:3:forces:R:3 method="wB97M-V/def2-TZVPD" e_tot_ev=-26957.7240 spin_multiplicity=1 total_charge=0 fmax_ev_per_a=2.40
S -2.06766 -0.98690 2.16615 0.775 -0.020 -1.094
S -0.88226 0.12964 0.77535 -0.012 -0.843 1.188
H -1.87305 -2.21423 1.58644 -0.157 0.648 0.294
H 0.33001 -0.14462 1.35174 -0.614 0.206 -0.369
C 2.66930 0.42488 -0.67311 -1.446 1.610 -1.032
C 1.61800 0.45005 -1.53547 0.862 0.828 1.239
O 1.12364 -0.74768 -1.96477 -0.042 0.177 -0.304
C 0.90973 1.74676 -1.96556 0.543 -1.087 0.341
H 3.03182 1.40378 -0.25576 -0.130 -1.450 -0.510
H 3.05376 -0.54363 -0.43779 0.487 -0.194 0.454
H 0.23557 -0.63523 -2.31635 -0.013 0.046 -0.062
H 1.51548 2.59086 -1.57721 -0.830 -0.395 -0.110
H 0.86747 1.82250 -3.05382 0.058 -0.036 -0.017
H -0.13363 1.68805 -1.59832 0.517 0.510 -0.019

=====

14
Properties=species:S:1:pos:R:3:forces:R:3 method="wB97M-V/def2-TZVPD" e_tot_ev=-26957.8815 spin_multiplicity=1 total_charge=0 fmax_ev_per_a=0.84
C 0.23147 1.23930 2.14274 -0.347 0.519 -0.564
S 0.01154 2.17751 0.57367 0.473 0.093 0.439
S -1.82607 1.48368 -0.06957 -0.249 0.005 -0.050
H 1.16810 0.69621 2.10526 0.020 -0.149 0.055
H -0.62239 0.58105 2.27424 0.104 -0.174 0.029
H 0.23380 1.97777 2.93639 0.086 -0.086 0.180
H -1.51102 1.70343 -1.35213 -0.083 -0.217 -0.086
O -0.95779 -1.63181 -2.50659 -0.530 -0.174 -0.152
C 0.05480 -1.23054 -2.00915 -0.026 -0.228 0.104
C 0.54415 -1.59116 -0.64178 -0.219 0.738 0.330
H 0.70376 -0.56302 -2.60091 0.226 0.197 0.107
H -0.06098 -2.32713 -0.11701 0.180 -0.474 -0.486
H 0.42337 -0.70648 -0.00298 0.353 0.200 -0.272
H 1.60727 -1.80882 -0.73219 0.012 -0.249 0.365

=====

13
Properties=species:S:1:pos:R:3:forces:R:3 method="wB97M-V/def2-TZVPD" e_tot_ev=-13164.9562 spin_multiplicity=1 total_charge=0 fmax_ev_per_a=3.21
C -0.68022 -0.36381 0.00852 0.877 2.498 0.659
C -1.05635 1.18610 0.06031 1.057 -2.982 0.394
C -1.67301 -1.25233 -0.04436 0.842 0.148 -0.322
O 0.71279 -0.64257 0.16745 -3.183 -0.413 0.040
Si 2.23401 -0.09792 -0.02402 -0.377 -0.118 0.968
H -0.98302 1.53312 1.10688 0.199 0.042 -0.657
H -0.42900 1.69546 -0.65240 0.062 0.616 -0.010
H -2.07689 1.13012 -0.23557 -0.814 0.734 -0.292
H -2.70369 -0.99161 -0.29655 0.521 0.268 0.407
H -1.46852 -2.28420 0.07061 0.215 -0.951 -0.072
H 2.94365 -1.29224 -0.33973 0.712 -0.724 -0.322
H 2.80149 0.48323 1.20163 -0.096 0.036 0.247
H 2.37878 0.89664 -1.02278 -0.015 0.844 -1.038

=====

13
Properties=species:S:1:pos:R:3:forces:R:3 method="wB97M-V/def2-TZVPD" e_tot_ev=-13162.7334 spin_multiplicity=1 total_charge=0 fmax_ev_per_a=3.88
C -0.57334 -0.61894 2.35791 -1.702 0.378 2.915
C -0.04152 0.08696 1.37824 3.624 -1.384 0.165
C 0.27728 -0.38727 -0.05914 -2.559 -0.585 0.426
O -0.79698 0.37699 -1.91755 -0.012 0.350 -1.913
Si 0.77978 0.68741 -1.45623 -0.499 0.132 0.112
H -0.63446 -0.32883 3.53324 0.333 -0.233 -3.191
H -1.21123 -1.45927 2.14269 0.187 -0.603 -0.090
H 0.59455 0.90760 1.71649 -0.341 0.266 -0.303
H -0.76509 -0.52293 -0.46055 0.598 0.593 1.053
H -1.06061 0.48378 -2.80360 -0.665 0.516 -1.924
H 0.47108 -1.37102 -0.68466 0.971 0.609 2.804
H 0.94151 2.11762 -1.83410 0.162 0.046 0.702
H 2.01901 0.02791 -1.91274 -0.097 -0.086 -0.759

=====

13
Properties=species:S:1:pos:R:3:forces:R:3 method="wB97M-V/def2-TZVPD" e_tot_ev=-21815.8794 spin_multiplicity=1 total_charge=0 fmax_ev_per_a=3.99
C 1.62048 0.33593 0.96745 1.274 -0.152 0.699
C 0.67015 0.81408 -0.11143 -0.393 2.844 -0.412
C -0.26082 -0.15639 -0.74837 -3.065 1.149 2.277
P -3.48602 0.12091 -0.70479 0.536 -0.342 -0.224
P -2.05208 -0.19658 0.67594 1.752 -0.502 -2.046
H 2.54512 -0.28123 0.79377 -1.105 0.322 -0.912
H 2.05736 1.18955 1.48696 -0.193 0.256 -0.034
H 1.10356 -0.20947 1.73633 -0.547 -0.302 0.374
H 0.05659 1.70860 0.32710 1.053 -1.517 -0.586
H 1.17946 1.30912 -0.95761 0.406 -0.115 0.422
H -0.65507 0.06172 -1.72866 -0.196 0.525 -0.090
H 0.18169 -1.08494 -0.78846 0.556 -2.460 0.158
H -4.59178 -0.15828 0.12796 -0.079 0.294 0.372

=====

13
Properties=species:S:1:pos:R:3:forces:R:3 method="wB97M-V/def2-TZVPD" e_tot_ev=-21815.6577 spin_multiplicity=1 total_charge=0 fmax_ev_per_a=2.53
C -1.41142 1.51192 0.08080 -0.321 0.128 0.284
C -0.37499 2.30369 -0.55074 -0.383 -2.489 -0.220
C 1.31643 -2.23885 -0.04643 -0.029 0.172 -0.050
P -0.82468 -0.23194 -0.63011 0.119 2.318 -0.362
P 0.74645 -0.66808 0.76577 0.481 -0.102 0.172
H -1.41511 1.53214 1.16470 -0.012 -0.078 0.059
H -2.41365 1.66681 -0.30914 0.016 0.006 0.005
H -0.48607 2.65004 -1.56040 -0.038 0.178 -0.196
H 0.56660 2.42725 -0.05209 0.287 0.087 0.054
H 2.03075 -1.99579 -0.83235 -0.044 -0.033 -0.020
H 0.47820 -2.79063 -0.47520 0.141 -0.068 0.005
H 1.81465 -2.86005 0.69489 0.024 -0.036 0.026
H -0.02718 -1.30653 1.75030 -0.240 -0.083 0.244